Arrangement w

DFT (ωB97M-V with the def2-TZVPD basis set) results for the ion C10H17N2 with charge +1.

Calculated values
Gap between HOMO and LUMO ... 0.3048 hartree
HOMO ... -0.4760 Eh

```
! wB97M-V def2-TZVPD RIJCOSX def2/J DEFGRID3
* xyz 1 1
C 3.2732 -0.3633 -0.3689
C 2.4523 -1.4827 -0.6267
C 2.7362 0.7693 -0.0321
C 1.0843 -1.4157 -0.4770
C 1.3161 1.0699 0.2302
C 0.4770 -0.0743 -0.1759
C -1.9951 -1.8938 0.8518
C -1.9385 1.7986 -1.2235
C -1.6830 -1.1616 -0.3891
C -1.5794 1.1591 0.1556
N -0.8006 -0.0782 -0.0895
N 1.2117 1.3116 1.6442
H 4.3230 -0.4006 -0.4677
H 2.9843 -2.3139 -1.0161
H 3.3571 1.7177 0.2363
H 0.6728 -2.4039 -0.7163
H 1.0193 2.0571 -0.4067
H -2.6736 -1.3772 1.5044
H -2.4786 -2.8544 0.5301
H -1.1592 -2.1298 1.6394
H -2.9823 1.6850 -1.4264
H -1.6948 2.8864 -1.2960
H -1.3458 1.3213 -1.9385
H -1.1220 -1.9585 -1.0152
H -2.5469 -0.6438 -0.8364
H -0.9293 1.9766 0.6736
H -2.4207 0.8342 0.7858
H 0.4365 0.8797 2.0732
H 2.0059 1.0851 2.1774
*
```

These are the natural (NBO) partial charges, in e, on atoms 1 to 4:
1. C -0.280
2. C -0.047
3. C -0.070
4. C -0.329



Arrangement x

DFT (ωB97M-V with the def2-TZVPD basis set) results for the ion C10H17N2 with charge +1.

Calculated values
Gap between HOMO and LUMO ... 0.3139 hartree
HOMO ... -0.4882 Eh

```
! wB97M-V def2-TZVPD RIJCOSX def2/J DEFGRID3
* xyz 1 1
C 0.0567 -1.4685 -0.7537
C 0.7156 -0.6211 0.3769
C -1.1169 -2.2352 -0.0546
C -1.5546 -1.0764 0.9520
C 2.9880 -0.7268 0.2438
C -0.6923 0.1546 0.5772
C -1.0510 0.3932 -0.8749
C -0.5510 1.2439 1.5926
C -1.9940 1.4049 -1.4905
C 1.9634 0.7967 -1.2297
N -0.6501 -0.5943 -1.5611
N 1.9048 -0.1640 -0.1693
H 0.8428 -2.1125 -1.3012
H 0.8390 -1.0273 1.2587
H -1.9744 -2.2945 -0.6371
H -0.9635 -3.1754 0.3934
H -2.7096 -0.9203 0.9424
H -1.2535 -1.3806 2.0428
H 3.9634 -0.4491 -0.2042
H 2.8612 -1.4578 0.9894
H -1.0189 0.8260 2.5580
H -1.1415 2.0729 1.2945
H 0.4457 1.6634 1.8455
H -1.2724 1.9156 -2.2287
H -2.4067 2.0949 -0.7414
H -2.8361 0.8638 -1.9448
H 1.5386 1.7293 -0.9161
H 1.4260 0.3678 -2.0999
H 2.9965 0.9832 -1.4253
*
```

These are the natural (NBO) partial charges, in e, on atoms 1 to 4:
1. C -0.062
2. C -0.086
3. C -0.400
4. C -0.406



Most stable to least stable: arrangement w, arrangement x



Arrangement w

DFT (ωB97M-V with the def2-TZVPD basis set) results for a cluster of 4 separate species, C4H6F2O in total.

Calculated values
Gap between HOMO and LUMO ... 0.3348 hartree
HOMO ... -0.3452 Eh

```
! wB97M-V def2-TZVPD RIJCOSX def2/J DEFGRID3
* xyz 0 1
C -0.9801 0.0027 1.7673
C 0.5816 0.1395 0.0631
C 0.9166 0.5327 -1.3841
C 0.2790 -0.8370 -1.2168
H -0.1896 0.4112 2.9982
H -0.7527 -1.6418 1.6052
H -2.2616 0.6983 1.4760
H 1.1826 -0.0815 0.9497
H 2.0867 0.8105 -1.6150
H 0.4503 -1.8718 -1.8305
O -0.4838 0.7931 0.4414
F 0.2865 1.6164 -1.6490
F -1.1155 -0.5723 -1.6055
*
```

These are the natural (NBO) partial charges, in e, on atoms 1 to 4:
1. C -0.414
2. C 0.060
3. C 0.155
4. C 0.062



Arrangement x

DFT (ωB97M-V with the def2-TZVPD basis set) results for the molecule C4H6F2O.

Calculated values
Gap between HOMO and LUMO ... 0.3970 hartree
HOMO ... -0.3684 Eh

```
! wB97M-V def2-TZVPD RIJCOSX def2/J DEFGRID3
* xyz 0 1
C 0.9519 1.0279 -0.5615
C 0.2767 -0.2479 -0.1927
C -0.5044 -0.3435 1.1009
C -1.2039 -0.1494 -0.1740
H 0.4996 1.8210 0.0692
H 2.0055 0.9746 -0.2794
H 0.8754 1.2818 -1.6232
H 1.1301 -1.9514 0.0796
H -0.5950 0.5040 1.7450
H -0.5250 -1.3116 1.5945
O 0.8072 -1.4489 -0.6198
F -1.7744 1.0362 -0.4132
F -1.9437 -1.1930 -0.7255
*
```

These are the natural (NBO) partial charges, in e, on atoms 1 to 4:
1. C -0.625
2. C 0.189
3. C -0.512
4. C 0.661



Most stable to least stable: arrangement x, arrangement w



Arrangement w

DFT (ωB97M-V with the def2-TZVPD basis set) results for a cluster of 2 separate species, C2H7ClNO2P in total.

Calculated values
Gap between HOMO and LUMO (spin up / spin down) ... 0.3739 / 0.2013 hartree
HOMO (spin up / spin down) ... -0.3652 / -0.2424 Eh

```
! wB97M-V def2-TZVPD RIJCOSX def2/J DEFGRID3
* xyz 0 1
C -1.2202 1.9187 -0.4598
C -0.4150 -1.9000 0.9482
N 3.3279 -0.0457 0.0977
O -1.4791 0.4794 -0.4187
O -0.5188 -1.9367 -0.4671
P -0.7920 -0.6782 -1.4024
Cl 1.7859 0.5511 -0.2922
H -1.8340 2.2046 -1.3356
H -0.2274 2.0968 -0.6459
H -1.5922 2.4050 0.3541
H 0.0519 -2.8871 1.3587
H -1.4125 -1.5614 1.4290
H 0.2477 -1.0900 1.2520
H 4.0779 0.4434 -0.4181
*
```

These are the natural (NBO) partial charges, in e, on atoms 1 to 4:
1. C -0.222
2. C -0.272
3. N -0.523
4. O -0.856



Arrangement x

DFT (ωB97M-V with the def2-TZVPD basis set) results for the molecule C2H7ClNO2P.

Calculated values
Gap between HOMO and LUMO ... 0.3538 hartree
HOMO ... -0.3383 Eh

```
! wB97M-V def2-TZVPD RIJCOSX def2/J DEFGRID3
* xyz 0 1
C -1.3187 1.6187 -0.1333
C 0.9731 -2.1472 0.2820
N 0.1170 1.5333 -0.6018
O 0.5961 0.0534 2.1119
O 0.5990 -0.9419 -0.4665
P 1.0276 0.4165 0.2624
Cl 2.8708 1.0787 -0.0499
H -1.2162 1.1099 0.7874
H -1.5353 2.6433 -0.0559
H -1.8431 1.1475 -0.9987
H 2.0447 -2.1841 0.4693
H 0.6988 -2.9942 -0.3392
H 0.2965 -2.2361 1.2473
H 0.4744 2.5111 -0.6967
*
```

These are the natural (NBO) partial charges, in e, on atoms 1 to 4:
1. C -0.417
2. C -0.273
3. N -0.974
4. O -0.978



Most stable to least stable: arrangement x, arrangement w



Arrangement w

DFT (ωB97M-V with the def2-TZVPD basis set) results for a cluster of 3 separate species, CH6N2O in total.

Calculated values
Gap between HOMO and LUMO ... 0.2971 hartree
HOMO ... -0.3540 Eh

```
! wB97M-V def2-TZVPD RIJCOSX def2/J DEFGRID3
* xyz 0 1
O -1.9635 -1.7737 0.7699
H -1.4318 -1.1212 0.2927
N 0.6784 1.2129 0.3811
C 0.9282 0.5822 -0.8261
N 0.7491 -0.6539 -1.0212
H -0.0934 0.7657 0.8646
H 0.8099 2.2143 0.4006
H 1.6377 1.1585 -1.4395
H 1.3035 -1.0618 -1.7657
H -2.6183 -1.3231 2.3437
*
```

These are the natural (NBO) partial charges, in e, on atoms 1 to 4:
1. O -0.851
2. H 0.461
3. N -0.814
4. C 0.282



Arrangement x

DFT (ωB97M-V with the def2-TZVPD basis set) results for a cluster of 2 separate species, CH6N2O in total.

Calculated values
Gap between HOMO and LUMO (spin up / spin down) ... 0.3093 / 0.3093 hartree
HOMO (spin up / spin down) ... -0.2998 / -0.2998 Eh

```
! wB97M-V def2-TZVPD RIJCOSX def2/J DEFGRID3
* xyz 0 1
C -0.7075 -0.4861 0.0536
N 1.1704 0.9456 -0.0600
N 0.6283 -0.1428 0.5806
O -1.6507 0.5636 0.0500
H -0.4443 -0.6143 -1.0679
H -1.1488 -1.4431 0.4744
H 2.1431 1.1003 0.1151
H 0.9567 1.1694 -0.9954
H 1.3637 -1.5589 0.0779
H -2.3107 0.4663 0.7717
*
```

These are the natural (NBO) partial charges, in e, on atoms 1 to 4:
1. C 0.058
2. N -0.619
3. N -0.307
4. O -0.722



Most stable to least stable: arrangement x, arrangement w



Arrangement w

DFT (ωB97M-V with the def2-TZVPD basis set) results for a cluster of 2 separate species, C2H3BrS in total.

Calculated values
Gap between HOMO and LUMO ... 0.3803 hartree
HOMO ... -0.3584 Eh

```
! wB97M-V def2-TZVPD RIJCOSX def2/J DEFGRID3
* xyz 0 1
C -0.4867 -0.8932 -1.6504
C -0.9965 -1.4740 -0.7228
S 0.9232 2.0089 1.5157
Br 0.1871 -0.3101 -3.2354
H 0.7896 0.7037 1.0918
H 0.9222 1.6193 2.7372
H -1.3389 -1.6545 0.2637
*
```

These are the natural (NBO) partial charges, in e, on atoms 1 to 4:
1. C -0.192
2. C -0.247
3. S -0.278
4. Br 0.197



Arrangement x

DFT (ωB97M-V with the def2-TZVPD basis set) results for a structure of composition C2H3BrS.

Calculated values
Gap between HOMO and LUMO (spin up / spin down) ... 0.2623 / 0.2465 hartree
HOMO (spin up / spin down) ... -0.3643 / -0.3469 Eh

```
! wB97M-V def2-TZVPD RIJCOSX def2/J DEFGRID3
* xyz 0 1
C 0.7018 -0.5387 0.7521
C 0.7837 0.1307 -0.3607
S -0.6883 0.8092 -1.2139
Br -3.6719 0.4435 -1.1695
H 1.4522 -0.5910 1.5813
H -0.3088 -0.8011 1.1852
H 1.7312 0.5475 -0.7746
*
```

These are the natural (NBO) partial charges, in e, on atoms 1 to 4:
1. C -0.315
2. C -0.384
3. S 0.187
4. Br -0.148



Most stable to least stable: arrangement w, arrangement x



Arrangement w

DFT (ωB97M-V with the def2-TZVPD basis set) results for a structure of composition C56H55BiN4O2P2S4.

Calculated values
Gap between HOMO and LUMO ... 0.1820 hartree
HOMO ... -0.4257 Eh

```
! wB97M-V def2-TZVPD RIJCOSX def2/J DEFGRID3
* xyz 2 1
Bi -0.3628 0.5898 0.2196
C 1.1306 -1.4444 5.4178
S -0.4448 -0.6658 4.9596
C -0.1848 -0.3641 3.2787
S -1.4987 0.4694 2.4506
N 0.9017 -0.7338 2.7195
N 1.1045 -0.4947 1.4169
C 2.2237 -0.9734 0.8693
C 2.5642 -0.7738 -0.4491
C 3.3332 -2.7691 -1.9411
C 4.2359 -2.1853 -3.0178
C 2.3649 -0.3664 -3.6182
C 1.7234 0.3116 -2.4187
N 1.7648 0.0470 -1.1760
H 1.1871 -1.4176 6.5003
H 1.1391 -2.4690 5.0627
H 1.9430 -0.8786 4.9812
H 2.8839 -1.5286 1.5244
H 3.8043 -3.6327 -1.4723
H 4.9110 -2.7922 -3.5984
H 2.3640 0.3958 -4.4026
H 1.0794 1.1465 -2.6749
C -0.3513 -4.7940 -1.3037
N -1.4745 -4.3922 -2.0450
C -2.3861 -3.6107 -1.2785
P -1.7902 -1.8397 -0.8914
C -3.1296 -1.4401 0.2961
C -3.3211 -2.2347 1.4242
C -4.3009 -1.9101 2.3456
C -5.0818 -0.7809 2.1629
C -4.8529 0.0470 1.0756
C -3.8762 -0.2719 0.1511
C -2.3875 -1.0013 -2.4135
C -3.7834 -1.1036 -2.8230
C -4.2157 -0.5479 -3.9531
C -3.3671 0.3170 -4.8189
C -1.9081 0.4950 -4.3405
C -1.5056 -0.3210 -3.1618
C -1.6492 -4.6844 -3.4047
C -0.6929 -5.4218 -4.1146
C -0.8778 -5.7412 -5.4458
C -2.0189 -5.3417 -6.1195
C -2.9685 -4.6044 -5.4346
C -2.7876 -4.2751 -4.1033
P 0.8675 -3.3877 -0.8456
C 1.8678 -4.2610 0.4074
C 1.7261 -3.8890 1.7408
C 2.4978 -4.5008 2.7132
C 3.4040 -5.4885 2.3623
C 3.5127 -5.8918 1.0397
C 2.7385 -5.2934 0.0607
C 1.9202 -3.0563 -2.2108
C 3.7102 -1.5116 -1.0105
C 4.5539 -0.9779 -2.1551
C 3.8080 -0.8166 -3.4381
C 1.5021 -1.5028 -4.0989
C 1.2854 -2.6452 -3.4340
H 0.2333 -5.5739 -1.7885
H -0.6528 -5.1559 -0.3116
H -2.5384 -4.0899 -0.3047
H -3.3538 -3.5285 -1.7677
H -2.6944 -3.0993 1.6007
H -4.4489 -2.5378 3.2107
H -5.8538 -0.5363 2.8746
H -5.4314 0.9486 0.9463
H -3.6932 0.3833 -0.6916
H -4.4577 -1.6672 -2.1949
H -5.2406 -0.6690 -4.2701
H -3.4536 0.0221 -5.8663
H -1.1714 0.4098 -5.1415
H -0.4573 -0.3130 -2.8936
H 0.2163 -5.7656 -3.6489
H -0.1199 -6.3150 -5.9565
H -2.1662 -5.6059 -7.1538
H -3.8685 -4.2837 -5.9366
H -3.5649 -3.6967 -3.6329
H 1.0165 -3.1200 2.0127
H 2.3961 -4.1954 3.7421
H 4.0184 -5.9486 3.1196
H 4.2014 -6.6778 0.7735
H 2.8110 -5.6343 -0.9636
H 4.3503 -1.8544 -0.1974
H 5.5091 -0.5082 -1.9831
H 4.4300 -0.4230 -4.2334
H 0.9509 -1.3310 -5.0101
H 0.5097 -3.2973 -3.8208
O 0.2081 2.6822 1.1690
S 0.6677 4.1036 0.9118
C -0.4917 4.8703 -0.3003
C -1.9236 5.0111 0.2125
C -2.8721 3.9079 -0.2621
C -2.9395 3.7549 -1.7884
S -2.1547 2.1334 -2.1676
O -0.7029 2.3506 -1.9026
C -2.2124 1.9934 -4.0198
C -3.6338 1.8299 -4.5869
C -3.9077 2.6293 -5.8190
C -3.0179 3.4763 -6.3326
C -1.7206 3.6885 -5.7214
C -1.3346 3.0058 -4.6428
C 2.0848 3.9156 -0.2068
C 2.8635 2.7869 -0.0051
C 3.9920 2.5817 -0.7782
C 4.3530 3.5120 -1.7366
C 3.5904 4.6553 -1.9143
C 2.4566 4.8663 -1.1450
H -0.4222 4.2537 -1.1925
H -0.0781 5.8573 -0.4919
H -2.3269 5.9708 -0.1172
H -1.9283 5.0173 1.3043
H -3.8646 4.1294 0.1328
H -2.5589 2.9553 0.1781
H -2.4233 4.5477 -2.3224
H -3.9631 3.6837 -2.1447
H -4.4332 1.9888 -3.8560
H -4.8709 2.4778 -6.2808
H -3.2472 4.0388 -7.2230
H -1.0625 4.4109 -6.1781
H -0.3637 3.1427 -4.1894
H 2.5828 2.0854 0.7644
H 4.6009 1.7063 -0.6132
H 5.2413 3.3606 -2.3306
H 3.8879 5.3959 -2.6410
H 1.8925 5.7752 -1.2809
*
```

These are the Löwdin partial charges, in e, on atoms 1 to 4:
1. Bi 1.608
2. C -0.364
3. S 0.873
4. C -1.089



Arrangement x

DFT (ωB97M-V with the def2-TZVPD basis set) results for a structure of composition C56H55BiN4O2P2S4.

Calculated values
Gap between HOMO and LUMO ... 0.2183 hartree
HOMO ... -0.4253 Eh

```
! wB97M-V def2-TZVPD RIJCOSX def2/J DEFGRID3
* xyz 2 1
Bi -0.3371 0.0730 0.3777
C 1.3480 -2.1523 5.6461
S 1.4640 -0.4744 5.0044
C 0.6100 -0.5874 3.5018
S 0.5208 0.9417 2.6600
N 0.1048 -1.7291 3.1456
N -0.5302 -1.7302 1.9298
C -1.2580 -2.7456 1.6947
C -2.0642 -2.8376 0.4654
C -3.0221 -3.8210 0.3226
C -3.8478 -3.7855 -0.7960
C -3.6811 -2.7775 -1.7258
C -2.6722 -1.8443 -1.5205
N -1.8780 -1.8821 -0.4553
H 1.8688 -2.1333 6.6022
H 0.3038 -2.4214 5.7869
H 1.8296 -2.8481 4.9641
H -1.3271 -3.5247 2.4498
H -3.1270 -4.5933 1.0760
H -4.6180 -4.5351 -0.9302
H -4.3094 -2.7113 -2.6041
H -2.4859 -1.0533 -2.2399
C 3.6667 -0.7918 -1.5173
N 3.6817 0.1662 -2.5623
C 2.5806 0.1187 -3.4977
P 0.8734 0.5523 -2.8267
C 0.5824 2.3014 -3.2539
C -0.7268 2.7812 -3.1321
C -1.0259 4.1037 -3.4164
C -0.0134 4.9773 -3.8015
C 1.2932 4.5232 -3.8807
C 1.5941 3.1925 -3.6013
C -0.0707 -0.4150 -4.0741
C -0.7142 0.1147 -5.1903
C -1.3156 -0.7292 -6.1200
C -1.2657 -2.1066 -5.9569
C -0.6119 -2.6461 -4.8562
C -0.0287 -1.8034 -3.9211
C 4.7895 1.0410 -2.7151
C 5.6198 1.3359 -1.6301
C 6.7069 2.1864 -1.7745
C 6.9974 2.7722 -2.9961
C 6.1968 2.4628 -4.0846
C 5.1147 1.6013 -3.9551
P 2.5605 -0.4946 -0.0070
C 3.0284 -2.0129 0.8802
C 2.2433 -3.1339 0.5960
C 2.5500 -4.3759 1.1314
C 3.6514 -4.5111 1.9669
C 4.4598 -3.4135 2.2286
C 4.1627 -2.1745 1.6766
C 3.3323 0.9714 0.7291
C 3.2741 2.1263 -0.0550
C 3.8144 3.3188 0.4065
C 4.4099 3.3702 1.6586
C 4.4486 2.2319 2.4538
C 3.9050 1.0400 1.9984
H 4.6497 -0.8810 -1.0634
H 3.3684 -1.7829 -1.8785
H 2.4713 -0.8923 -3.8957
H 2.7654 0.7713 -4.3403
H -1.5180 2.1047 -2.8220
H -2.0469 4.4584 -3.3414
H -0.2453 6.0094 -4.0332
H 2.0884 5.2020 -4.1668
H 2.6277 2.8709 -3.6515
H -0.7450 1.1858 -5.3456
H -1.8086 -0.3042 -6.9865
H -1.7198 -2.7585 -6.6936
H -0.5563 -3.7219 -4.7296
H 0.4889 -2.2322 -3.0643
H 5.4216 0.9187 -0.6517
H 7.3289 2.3944 -0.9112
H 7.8404 3.4432 -3.1019
H 6.4256 2.8731 -5.0612
H 4.5642 1.3402 -4.8483
H 1.3899 -3.0355 -0.0719
H 1.9367 -5.2378 0.8944
H 3.8953 -5.4771 2.3922
H 5.3409 -3.5259 2.8501
H 4.8300 -1.3440 1.8596
H 2.8240 2.0893 -1.0441
H 3.7825 4.2039 -0.2173
H 4.8415 4.2966 2.0171
H 4.8956 2.2739 3.4402
H 3.9094 0.1777 2.6499
O -0.7775 2.5448 -0.0059
S -1.2793 3.8690 0.5595
C -2.8688 4.1464 -0.2539
C -3.8878 3.0920 0.1791
C -4.3513 3.2220 1.6506
C -4.4793 1.8899 2.4002
S -2.8361 1.1872 2.6588
O -2.5641 0.3655 1.3852
C -3.1270 -0.0052 3.9410
C -2.6997 0.2956 5.2266
C -2.8957 -0.6410 6.2336
C -3.4997 -1.8559 5.9413
C -3.9144 -2.1458 4.6437
C -3.7267 -1.2194 3.6295
C -0.3528 5.1504 -0.2676
C 0.7478 4.7725 -1.0200
C 1.4859 5.7569 -1.6662
C 1.1241 7.0913 -1.5492
C 0.0272 7.4549 -0.7740
C -0.7176 6.4847 -0.1230
H -2.6485 4.0974 -1.3214
H -3.1800 5.1615 0.0056
H -3.4466 2.1124 0.0018
H -4.7519 3.1628 -0.4802
H -5.3121 3.7342 1.6905
H -3.6515 3.8471 2.2112
H -5.0610 1.1356 1.8641
H -4.8987 2.0321 3.3985
H -2.2106 1.2420 5.4370
H -2.5726 -0.4213 7.2438
H -3.6552 -2.5820 6.7301
H -4.3926 -3.0937 4.4265
H -4.0372 -1.4256 2.6109
H 1.0063 3.7258 -1.1083
H 2.3429 5.4751 -2.2691
H 1.6959 7.8554 -2.0618
H -0.2456 8.4977 -0.6723
H -1.5567 6.7775 0.5005
*
```

These are the Löwdin partial charges, in e, on atoms 1 to 4:
1. Bi 1.540
2. C -0.363
3. S 0.883
4. C -1.090



Most stable to least stable: arrangement x, arrangement w